Here is a molecular structure, C28H26F4FeN6S7Se at a distorted geometry from the OMol25 dataset. Energies are from wB97M-V/def2-TZVPD.

ORCA input file:
```
! RIJCOSX wB97M-V def2-TZVPD def2/J DEFGRID3
* xyz -2 1
H -2.398 1.902 -0.097
C 3.148 -1.401 0.831
C 2.312 -0.834 -1.986
H 0.184 1.681 2.283
H 3.356 0.658 -0.784
H 1.912 -0.316 -2.867
S 2.006 -0.377 8.617
H 3.324 -1.183 -2.230
H -2.699 5.939 -0.292
S 1.168 -1.653 6.048
F 3.126 -2.762 -3.898
C -2.419 2.992 -0.108
C -0.488 0.246 5.248
H 0.510 5.940 -4.127
C -0.768 7.120 -2.833
F 0.184 -6.409 -1.053
C 0.882 -5.489 -1.751
C 0.024 -0.947 4.835
C 0.428 1.106 1.394
C -2.868 0.246 3.752
C 2.367 0.163 -0.808
H -3.341 -0.264 4.586
H -3.449 3.328 -0.233
C -2.015 5.936 -1.121
C -3.041 -2.662 -1.809
C -0.548 4.764 -2.669
H -2.097 8.048 -1.453
N -5.756 -2.876 0.325
H 1.755 -2.745 1.739
C 2.373 -3.621 -3.149
N 2.068 -0.488 0.465
H -2.443 -0.469 3.054
S -1.507 -2.306 -2.502
H 2.584 1.280 1.523
H 3.456 -3.202 1.971
H 1.604 0.924 -0.970
H 0.408 3.092 -3.597
H 3.386 -1.994 -0.052
Se -0.901 0.810 -2.137
H 2.744 -1.898 2.918
H -0.508 8.056 -3.306
N 1.450 -1.914 -1.607
C 1.127 -0.379 7.223
C 0.851 -4.167 -1.397
H 1.691 -6.950 -3.117
H 0.349 1.761 0.529
C -4.698 -2.628 -0.062
S -0.300 -1.816 3.445
S 0.048 0.906 6.787
C -0.186 5.940 -3.304
C 1.584 -3.138 -2.064
C -1.660 7.115 -1.777
H -2.027 3.363 0.842
C -3.418 -2.312 -0.525
C -0.866 2.639 -2.007
S -2.386 -1.440 0.561
N -0.196 3.458 -2.880
C 1.811 0.492 1.519
N -4.590 -3.937 -3.384
F 0.108 -3.752 -0.308
C 1.659 -5.917 -2.822
S -1.541 1.331 4.351
H -3.571 0.900 3.248
H 4.057 -0.838 1.113
Fe -0.258 -1.498 -0.375
H 1.850 -0.027 2.476
F 3.178 -5.349 -4.528
C -1.449 4.757 -1.587
N -1.613 3.451 -1.199
C 2.757 -2.369 1.939
C -3.915 -3.357 -2.653
C 2.394 -4.953 -3.492
H -0.303 0.294 1.300
*
```

Orbital gap in eV: 5.2
E in Ha: -8263.05677
HOMO energy in eV: -1.9768